Record 1
The following is a DFT calculation (the ωB97M-V functional and the def2-TZVPD basis) of C3H12AlN6O3 as an isolated structure at a distorted geometry.

The geometry in ORCA input format:
```
! RIJCOSX wB97M-V def2-TZVPD def2/J DEFGRID3
* xyz 3 1
Al -7.755 -25.180 -26.435
C -9.891 -28.318 -24.822
O -9.362 -27.283 -25.076
N -10.381 -28.589 -23.614
N -10.528 -29.106 -25.737
H -10.066 -28.047 -22.822
H -10.685 -29.547 -23.514
H -10.386 -28.963 -26.726
H -11.005 -29.928 -25.394
C -9.915 -23.775 -23.370
O -9.134 -24.375 -24.084
N -10.539 -22.612 -23.575
N -10.148 -24.086 -22.100
H -10.380 -22.061 -24.407
H -11.055 -22.177 -22.823
H -9.752 -24.881 -21.620
H -10.806 -23.541 -21.561
C -3.803 -26.262 -26.731
O -4.864 -25.723 -26.483
N -2.920 -25.885 -27.657
N -3.341 -27.345 -26.166
H -2.946 -25.088 -28.276
H -2.100 -26.465 -27.555
H -2.552 -27.895 -26.475
H -3.836 -27.735 -25.378
*
```

## Properties
Kohn-Sham gap, eV: 2.0
LUMO level, eV: -17.04
ΔE to the lowest compared entry with this formula, charge and spin, kJ/mol: 709.0

Results of the Löwdin charge analysis, in e, for atoms 1 through 5: number 1, Al, carries 1.293; number 2, C, carries -0.619; number 3, O, carries 0.028; number 4, N, carries 0.283; number 5, N, carries 0.302

Record 2
The following is a DFT calculation (the ωB97M-V functional and the def2-TZVPD basis) of a 2-piece molecular cluster, C3H12BN2O2 overall.

The geometry in ORCA input format:
```
! RIJCOSX wB97M-V def2-TZVPD def2/J DEFGRID3
* xyz -1 1
B 0.458 2.963 0.164
C 0.103 2.707 -1.431
O -0.214 1.349 -1.818
C 0.861 0.486 -1.588
H 1.382 3.760 0.213
H 0.800 1.969 0.761
H -0.531 3.407 0.726
H 0.903 3.106 -2.091
H -0.807 3.280 -1.664
H 0.910 -0.323 -2.327
H 1.826 0.999 -1.575
H 0.685 -0.004 -0.623
C -0.614 -3.080 0.935
O -0.177 -3.365 -0.169
N -0.536 -3.944 1.995
N -1.212 -1.887 1.202
H -0.884 -3.734 2.910
H -0.100 -4.829 1.832
H -1.280 -1.225 0.448
H -1.574 -1.635 2.100
*
```

## Properties
Kohn-Sham gap, eV: 6.8
LUMO level, eV: 2.88

Results of the Löwdin charge analysis, in e, for atoms 1 through 5: number 1, B, carries -0.478; number 2, C, carries -0.320; number 3, O, carries -0.266; number 4, C, carries -0.185; number 5, H, carries -0.026

Record 3
The following is a DFT calculation (the ωB97M-V functional and the def2-TZVPD basis) of C3H12ClN6O3Zr as an isolated structure at a distorted geometry.

The geometry in ORCA input format:
```
! RIJCOSX wB97M-V def2-TZVPD def2/J DEFGRID3
* xyz 2 2
Zr -2.641 -1.828 2.735
Cl -1.716 0.441 1.924
C -0.097 -2.604 0.326
O -1.171 -2.331 0.977
N 0.169 -2.384 -0.952
N 1.009 -2.958 0.867
H -0.333 -1.657 -1.441
H 0.682 -3.086 -1.466
H 1.814 -3.131 0.282
H 1.085 -3.161 1.854
C -2.061 0.980 -2.023
O -1.962 -0.206 -2.176
N -1.406 1.656 -1.161
N -2.883 1.728 -2.753
H -1.644 2.611 -0.935
H -0.904 1.176 -0.427
H -3.194 1.162 -3.529
H -3.080 2.718 -2.713
C 2.691 1.142 1.103
O 3.695 0.464 0.885
N 1.756 0.661 1.887
N 2.537 2.391 0.862
H 2.050 -0.126 2.447
H 0.824 1.006 2.068
H 1.550 2.478 1.060
H 3.230 2.861 0.298
*
```

## Properties
⟨S²⟩: 0.754
Kohn-Sham gap (spin up / spin down), eV: 3.0 / 3.4
LUMO level (spin up / spin down), eV: -11.28 / -10.98

Results of the Löwdin charge analysis, in e, for atoms 1 through 5: number 1, Zr, carries 1.784; number 2, Cl, carries 0.088; number 3, C, carries -0.600; number 4, O, carries -0.233; number 5, N, carries 0.226

Record 4
The following is a DFT calculation (the ωB97M-V functional and the def2-TZVPD basis) of C3H12F6MnN3O9S2 as an isolated structure at a distorted geometry.

The geometry in ORCA input format:
```
! RIJCOSX wB97M-V def2-TZVPD def2/J DEFGRID3
* xyz 1 6
Mn -0.288 -0.634 -0.915
C 3.752 -0.677 1.249
F 3.031 -1.620 1.865
F 3.817 0.430 1.960
F 4.977 -1.143 1.023
S 2.960 -0.380 -0.454
O 3.824 0.372 -1.292
O 2.620 -1.706 -0.968
N 1.397 0.305 -0.083
S 1.455 1.894 0.129
O 2.741 2.528 0.130
O 0.423 2.547 -0.648
C 0.901 2.105 1.930
F 0.138 1.096 2.350
F 1.943 2.248 2.721
F 0.187 3.230 1.999
O 0.478 -1.961 -2.361
H -0.181 -2.304 -2.981
H 1.342 -2.171 -2.750
O -0.705 0.537 -2.628
H -1.361 1.250 -2.631
H -0.283 0.572 -3.498
O -0.154 -2.003 0.683
H -0.826 -2.690 0.791
H 0.540 -2.223 1.324
O -2.139 -1.871 -1.624
H -2.857 -1.411 -2.081
H -2.331 -2.814 -1.739
C -2.776 0.728 0.775
O -1.792 0.638 -0.002
N -3.926 0.045 0.569
N -2.750 1.585 1.799
H -4.698 0.157 1.197
H -3.897 -0.693 -0.105
H -2.021 2.277 1.875
H -3.542 1.756 2.392
*
```

## Properties
⟨S²⟩: 8.752
Kohn-Sham gap (spin up / spin down), eV: 9.2 / 9.7
LUMO level (spin up / spin down), eV: -3.61 / -3.62
ΔE to the lowest compared entry with this formula, charge and spin, kJ/mol: 69.0

Results of the Löwdin charge analysis, in e, for atoms 1 through 5: number 1, Mn, carries 0.829; number 2, C, carries -0.650; number 3, F, carries 0.139; number 4, F, carries 0.175; number 5, F, carries 0.168